(1)
{
  "formula": "C11H36N5O10",
  "method": "the ωB97M-V functional and the def2-TZVPD basis",
  "symbols": ["N", "O", "O", "O", "C", "O", "H", "H", "H", "H", "C", "O", "H", "H", "H", "H", "C", "O", "H", "H", "H", "H", "C", "O", "N", "N", "H", "H", "H", "H", "C", "O", "N", "N", "H", "H", "H", "H", "C", "C", "C", "O", "H", "H", "H", "H", "H", "H", "H", "H", "C", "C", "C", "O", "H", "H", "H", "H", "H", "H", "H", "H"],
  "coordinates": [[0.88637, -0.07781, -0.71309], [2.08847, -0.45667, -0.63761], [0.25816, 0.26369, 0.32372], [0.27780, -0.13827, -1.81307], [2.32302, 3.10482, 1.55108], [2.84603, 4.20728, 0.79972], [2.91807, 3.04990, 2.46734], [1.30553, 3.37440, 1.83167], [2.28790, 2.10848, 1.10397], [3.77896, 4.26194, 1.01348], [-3.19224, 0.30008, -1.67994], [-2.38587, 1.18063, -2.42148], [-2.72296, -0.02965, -0.75529], [-4.19916, 0.69778, -1.53777], [-3.45231, -0.63032, -2.22743], [-1.46012, 0.88275, -2.41359], [0.32219, -2.30035, -4.73752], [0.66471, -0.96123, -4.43853], [0.01719, -2.41708, -5.78464], [1.23471, -2.90922, -4.67670], [-0.52795, -2.65739, -4.15160], [0.72035, -0.91593, -3.46583], [3.67744, -4.08637, -0.90343], [4.45195, -5.02246, -1.12723], [2.42263, -4.03383, -1.50747], [3.99874, -2.97999, -0.14368], [1.87206, -3.19541, -1.47348], [2.08517, -4.86941, -1.93561], [3.25939, -2.32278, -0.01001], [4.88146, -3.03478, 0.32217], [2.70132, -0.19364, 3.19664], [3.54015, 0.19889, 4.02174], [1.35420, 0.08350, 3.20203], [3.10374, -0.83546, 2.03982], [0.92838, 0.52459, 3.99203], [0.87563, 0.10105, 2.30909], [2.50531, -1.10807, 1.28730], [4.06041, -1.13057, 2.07911], [-3.51653, -3.17241, 2.46702], [-2.49729, -2.36772, 1.66132], [-2.40995, -2.80240, 0.21225], [-2.78221, -0.99468, 1.77059], [-3.05983, -4.08514, 2.84845], [-4.37107, -3.49331, 1.86198], [-3.87598, -2.55464, 3.28917], [-1.54416, -2.63088, 2.14769], [-2.24173, -3.88338, 0.12967], [-1.61511, -2.32443, -0.36083], [-3.34991, -2.60652, -0.31320], [-2.04849, -0.48752, 1.40346], [-0.68211, 5.44975, -0.25909], [-1.71214, 4.34495, -0.36457], [-1.30255, 3.15876, 0.50671], [-3.02057, 4.75565, 0.00245], [-1.06211, 6.28197, -0.87523], [0.28566, 5.20734, -0.69403], [-0.53869, 5.82049, 0.75696], [-1.74970, 3.94548, -1.38651], [-1.23564, 3.60118, 1.51074], [-0.30712, 2.76659, 0.30914], [-1.99503, 2.32426, 0.44748], [-3.07454, 5.71355, -0.05756]],
  "atomic_forces_ev_per_a": [[-0.26, -1.05, 0.18], [-1.06, 0.31, -0.17], [0.54, -0.09, -0.63], [0.41, 0.29, 0.70], [0.02, 0.56, 1.07], [-0.10, -0.46, -0.40], [-0.25, -0.38, 0.12], [-0.02, -0.06, -0.01], [0.32, 0.27, -0.59], [0.05, 0.01, -0.18], [-0.30, -1.11, -0.61], [-0.03, 0.27, -0.14], [-0.15, 0.29, 0.24], [0.36, 0.67, 0.41], [0.56, 0.10, -0.13], [-0.34, -0.17, 0.25], [0.49, 0.06, -0.72], [-0.35, -0.34, 0.12], [-0.05, 0.51, 0.05], [-0.37, -0.40, 0.48], [0.25, -0.21, 0.29], [0.06, 0.46, -0.28], [0.27, -0.31, -1.02], [-0.72, 0.78, 0.68], [0.99, 0.30, 0.89], [-0.55, -1.65, -1.14], [-0.18, -0.03, -0.05], [-0.04, -0.05, -0.21], [0.32, 0.60, 0.35], [-0.03, 0.41, 0.25], [0.72, 1.04, -0.81], [-1.28, -0.85, -0.27], [0.29, -0.38, 0.06], [0.39, 0.11, 1.52], [0.20, 0.25, 0.08], [-0.05, -0.05, 0.08], [-0.29, 0.24, -0.10], [0.06, 0.02, -0.29], [-0.37, 0.13, -0.42], [0.61, -0.90, 0.15], [-0.29, -0.58, -0.49], [-0.17, 0.31, 0.26], [0.05, 0.06, 0.11], [-0.03, 0.24, 0.02], [0.02, -0.14, 0.09], [0.16, 0.53, -0.15], [0.04, 0.08, 0.17], [0.09, 0.24, 0.20], [-0.01, 0.13, 0.12], [0.07, -0.04, -0.11], [-0.57, 0.87, -0.76], [0.91, -1.51, -0.41], [0.04, 0.80, 0.69], [-0.10, 0.21, 0.33], [0.17, 0.09, 0.22], [0.00, -0.36, 0.16], [-0.05, -0.17, 0.09], [-0.01, 0.40, -0.13], [-0.29, -0.57, 0.21], [-0.02, 0.13, -0.48], [-0.20, 0.10, 0.13], [0.03, -0.03, -0.07]],
  "nbo_charge": [0.72, -0.55, -0.55, -0.55, -0.26, -0.73, 0.17, 0.17, 0.19, 0.46, -0.24, -0.75, 0.17, 0.17, 0.14, 0.50, -0.25, -0.74, 0.16, 0.16, 0.16, 0.50, 0.78, -0.68, -0.87, -0.85, 0.40, 0.40, 0.41, 0.41, 0.78, -0.69, -0.87, -0.86, 0.40, 0.42, 0.41, 0.39, -0.62, 0.10, -0.64, -0.73, 0.20, 0.20, 0.22, 0.15, 0.20, 0.22, 0.21, 0.49, -0.64, 0.09, -0.62, -0.72, 0.19, 0.24, 0.20, 0.17, 0.19, 0.23, 0.22, 0.46],
  "de_lowest_kj_mol": 0.0,
  "lumo_ev": 2.7,
  "charge": -1
}

***

(2)
{
  "formula": "C23H51N6S2Si2SnTe",
  "method": "the ωB97M-V functional and the def2-TZVPD basis",
  "symbols": ["Sn", "C", "C", "N", "C", "C", "N", "C", "C", "C", "N", "C", "C", "N", "C", "H", "H", "H", "H", "H", "H", "H", "H", "H", "H", "H", "H", "H", "H", "H", "H", "H", "H", "H", "H", "H", "H", "H", "H", "C", "C", "C", "C", "N", "C", "S", "N", "H", "H", "H", "H", "H", "S", "C", "Si", "C", "C", "C", "Te", "C", "Si", "C", "C", "C", "H", "H", "H", "H", "H", "H", "H", "H", "H", "H", "H", "H", "H", "H", "H", "H", "H", "H", "H", "H", "H", "H"],
  "coordinates": [[1.47541, -0.79332, -0.08221], [-1.13973, -0.74248, -3.22120], [-1.39953, -2.12307, -2.61994], [-1.30339, -2.11295, -1.16791], [-2.55936, -2.01718, -0.45608], [-2.32642, -2.04529, 1.05845], [-1.23555, -1.19144, 1.49334], [-1.49864, 0.03389, 2.22381], [-2.30675, 1.09354, 1.48464], [-1.96258, 1.37515, 0.03047], [-0.54282, 1.47769, -0.27201], [-0.34401, 2.11321, -1.57316], [0.93470, 1.67906, -2.26251], [1.09258, 0.22499, -2.37153], [0.34123, -0.41789, -3.46055], [-1.61600, 0.00476, -2.58470], [-1.63542, -0.68188, -4.19583], [-0.65443, -2.82588, -2.99886], [-2.38700, -2.48165, -2.95224], [-0.76452, -2.91308, -0.86172], [-3.25385, -2.84140, -0.70352], [-3.07234, -1.09810, -0.75297], [-2.06376, -3.07611, 1.31725], [-3.26947, -1.82239, 1.57870], [-0.55712, -1.72772, 2.01152], [-0.51296, 0.44802, 2.45941], [-2.00745, -0.14026, 3.18809], [-2.20648, 2.01551, 2.06848], [-3.37240, 0.84061, 1.50662], [-2.50206, 2.29670, -0.24690], [-2.36237, 0.58472, -0.60446], [-0.05571, 2.04029, 0.42303], [-0.31243, 3.20832, -1.47950], [-1.20376, 1.88066, -2.20581], [1.78744, 2.04757, -1.69260], [0.95047, 2.14328, -3.25979], [2.07609, 0.03865, -2.54775], [0.86905, -1.34843, -3.67593], [0.41344, 0.21934, -4.35325], [3.95518, -6.30487, 1.21595], [2.95092, -5.70378, 0.27104], [1.72770, -6.32610, 0.02826], [0.85891, -5.63655, -0.78989], [1.15382, -4.47715, -1.36579], [2.39051, -3.97630, -1.14747], [2.87994, -2.53464, -1.97336], [3.27776, -4.55937, -0.30517], [4.35549, -7.23668, 0.81000], [3.49195, -6.53531, 2.17692], [4.77323, -5.60461, 1.36559], [1.46759, -7.27645, 0.47485], [-0.13758, -6.02524, -0.98962], [2.95393, 0.96589, 0.46407], [4.51598, 2.80684, 3.59827], [2.82943, 2.19433, 4.10083], [2.82188, 0.32913, 4.16710], [2.42692, 2.84437, 5.82190], [1.45011, 2.82024, 2.97598], [2.01596, 3.76087, 1.12080], [1.19992, 5.68294, 1.85586], [-0.62265, 5.89867, 1.63174], [-1.59509, 4.78845, 2.78903], [-1.12789, 5.53048, -0.13741], [-1.15581, 7.67145, 1.98763], [5.27758, 2.48096, 4.31200], [4.54626, 3.89699, 3.52749], [4.75928, 2.39959, 2.61386], [3.68300, -0.04915, 4.72514], [2.87903, -0.05349, 3.14635], [1.91316, -0.05328, 4.64215], [3.10097, 2.42563, 6.57420], [1.40373, 2.57922, 6.10315], [2.51262, 3.93427, 5.86146], [0.85500, 3.57631, 3.48823], [0.78874, 1.98723, 2.72286], [1.73915, 6.45748, 1.30008], [1.50037, 5.77826, 2.90353], [-1.35208, 3.73513, 2.63088], [-2.67078, 4.91432, 2.63987], [-1.36928, 5.02936, 3.83194], [-1.20838, 4.45493, -0.31615], [-0.38081, 5.91972, -0.83512], [-2.08966, 5.99163, -0.37680], [-0.88309, 7.98603, 2.99819], [-2.24042, 7.76841, 1.88422], [-0.68870, 8.36659, 1.28462]],
  "atomic_forces_ev_per_a": [[0.01, -0.07, -0.07], [0.01, 0.00, -0.01], [-0.02, 0.05, 0.08], [-0.09, -0.17, -0.15], [0.04, -0.02, -0.01], [0.03, 0.00, -0.02], [-0.25, 0.06, 0.25], [0.03, -0.06, -0.05], [-0.06, 0.00, 0.03], [0.05, 0.04, -0.03], [-0.04, 0.06, -0.02], [0.01, -0.03, -0.02], [0.06, 0.01, -0.12], [-0.03, 0.02, 0.19], [-0.01, 0.05, -0.02], [0.02, -0.03, -0.07], [-0.01, -0.03, 0.00], [0.00, -0.03, -0.01], [0.00, -0.02, 0.02], [0.10, -0.03, 0.07], [-0.03, 0.00, -0.01], [0.02, -0.06, 0.00], [-0.04, -0.01, 0.03], [0.00, 0.00, -0.02], [0.10, -0.02, -0.15], [-0.06, -0.04, 0.01], [0.01, -0.01, 0.02], [-0.07, -0.09, -0.06], [0.00, -0.02, 0.05], [-0.01, 0.02, -0.03], [0.01, 0.06, 0.03], [0.05, -0.04, 0.04], [0.04, -0.14, -0.11], [0.00, 0.03, 0.04], [0.02, -0.03, 0.03], [0.06, -0.01, -0.02], [0.02, 0.04, -0.03], [-0.02, -0.02, -0.03], [0.03, 0.03, 0.00], [0.00, 0.00, -0.03], [0.03, 0.03, 0.03], [0.02, -0.03, 0.01], [-0.07, 0.06, -0.01], [-0.10, 0.08, 0.00], [0.02, -0.08, -0.01], [0.03, 0.06, 0.09], [0.00, 0.04, -0.04], [0.00, 0.00, 0.00], [0.01, 0.00, 0.00], [0.00, 0.00, 0.00], [-0.02, 0.02, 0.02], [0.01, -0.01, -0.01], [0.14, -0.08, -0.08], [0.04, 0.04, -0.09], [-0.05, -0.03, -0.07], [-0.02, -0.07, 0.01], [0.00, 0.07, 0.09], [-0.01, -0.07, -0.14], [-0.19, 0.12, 0.12], [0.24, 0.03, 0.06], [-0.16, 0.00, -0.07], [0.02, -0.05, 0.07], [0.02, -0.06, -0.03], [0.01, 0.04, 0.02], [-0.01, -0.01, 0.00], [0.01, -0.02, 0.01], [0.03, 0.02, 0.01], [-0.03, 0.00, 0.02], [0.01, -0.03, -0.01], [0.01, 0.01, -0.02], [0.00, 0.02, 0.00], [0.02, 0.00, 0.01], [-0.01, -0.02, 0.01], [-0.03, 0.00, 0.07], [0.08, 0.10, 0.00], [-0.01, -0.01, 0.01], [0.02, 0.06, -0.03], [0.03, 0.10, 0.02], [0.00, 0.00, -0.01], [-0.03, -0.03, 0.00], [-0.03, 0.17, 0.09], [-0.03, 0.00, -0.02], [-0.01, -0.01, 0.00], [0.00, -0.01, -0.01], [0.01, 0.03, 0.01], [-0.01, 0.00, 0.02]],
  "mulliken_charge": [0.48, -0.04, -1.11, 0.52, -1.11, -1.30, 0.24, -0.43, -0.66, -0.42, 2.22, -0.39, -1.50, -0.03, -0.90, -0.23, 0.47, 0.41, 0.30, -0.05, 0.45, 0.66, 0.56, 0.30, 0.33, -0.59, 0.40, -0.11, 0.49, 0.37, -0.30, -0.96, -0.28, 0.69, 0.39, 0.36, 0.37, 0.42, 0.30, -1.19, 1.00, -0.80, -0.13, -0.28, -0.01, -0.51, -0.47, 0.28, 0.33, 0.33, 0.37, 0.41, -0.74, -0.94, 0.11, -0.66, -1.18, 1.30, 0.16, -0.96, 0.29, -0.26, -0.27, -1.07, 0.33, 0.31, 0.28, 0.38, 0.03, 0.26, 0.30, 0.32, 0.30, 0.27, -1.53, 0.47, 0.39, -0.37, 0.37, 0.39, -0.44, 0.33, 0.36, 0.28, 0.28, 0.29],
  "lumo_ev": 2.3,
  "charge": -1
}

***

(3)
{
  "formula": "C5H14N2",
  "method": "the ωB97M-V functional and the def2-TZVPD basis",
  "symbols": ["C", "C", "N", "C", "C", "C", "N", "H", "H", "H", "H", "H", "H", "H", "H", "H", "H", "H", "H", "H", "H"],
  "coordinates": [[-0.59435, -1.52670, -1.69617], [-1.01033, -0.55654, -0.90286], [-2.05184, 0.25570, -1.75718], [-0.57969, -0.02730, 0.45113], [0.90879, 0.10762, 0.61551], [1.54475, 1.44892, 0.59317], [1.16871, -0.59900, 2.03298], [-0.93368, -1.73590, -2.69707], [0.49483, -1.87557, -1.56022], [-2.02691, 1.19340, -1.47030], [-2.95124, -0.17674, -1.53833], [-1.85767, 0.20482, -2.79055], [-1.21654, -0.47192, 1.31234], [-0.99907, 0.97258, 0.78281], [1.47732, -0.54932, -0.05875], [2.52571, 1.53427, 1.25309], [1.55646, 1.77041, -0.46052], [0.82741, 2.14368, 0.97236], [0.56535, -0.19722, 2.70827], [2.12694, -0.31593, 2.31514], [1.02506, -1.59925, 1.89514]],
  "atomic_forces_ev_per_a": [[4.19, -0.10, 0.74], [-0.90, 0.90, -2.23], [0.16, -2.15, 0.58], [-2.72, 1.41, 0.93], [1.23, -2.80, 1.57], [0.65, 0.91, 0.81], [1.66, 1.25, -2.12], [-0.45, 0.05, -0.02], [-2.11, -0.52, 0.37], [-0.36, 1.92, 0.40], [-0.44, 0.50, -0.38], [-0.19, -0.04, 1.30], [1.57, -0.72, -1.32], [0.25, -0.30, -1.61], [-0.39, 0.00, 0.16], [-1.78, -0.12, -2.04], [1.07, -0.16, 0.32], [-0.29, 0.75, 0.89], [-0.99, 0.17, 1.07], [-0.39, -0.92, -0.02], [0.24, -0.04, 0.61]],
  "nbo_charge": [-0.33, 0.13, -0.70, -0.55, 0.00, -0.66, -0.68, 0.25, 0.25, 0.44, 0.46, 0.47, 0.29, 0.28, 0.23, 0.27, 0.27, 0.23, 0.43, 0.46, 0.46],
  "de_lowest_kj_mol": 192.4,
  "lumo_ev": -7.2,
  "charge": 2
}

***

(4)
{
  "formula": "C4H11INO",
  "method": "the ωB97M-V functional and the def2-TZVPD basis",
  "symbols": ["C", "C", "C", "C", "N", "O", "I", "H", "H", "H", "H", "H", "H", "H", "H", "H", "H", "H"],
  "coordinates": [[-0.09130, -0.07907, 1.96533], [-1.28301, -1.62145, -1.81047], [0.81156, -0.01356, 0.77914], [0.55755, 0.80748, -0.36631], [1.32217, 1.32765, 0.73309], [-0.67594, 1.29820, -0.41406], [1.83198, 0.60290, -2.03795], [-0.60750, -1.03311, 1.98572], [0.45824, 0.02742, 2.97378], [-0.91571, 0.69800, 1.97662], [-1.27460, -0.86091, -1.02421], [-1.00648, -2.65865, -1.38956], [-0.46159, -1.23125, -2.48654], [1.55776, -0.74625, 0.89064], [-2.28191, -1.74435, -2.27183], [2.12597, 1.82246, 0.48346], [0.83097, 1.95387, 1.40636], [-0.89816, 1.45063, -1.39321]],
  "atomic_forces_ev_per_a": [[-1.72, 0.45, 1.81], [1.10, -0.95, 0.12], [0.77, -1.86, 2.63], [-0.51, -0.87, -1.14], [-0.44, 4.43, 2.27], [-1.57, 1.14, -3.44], [-0.26, 0.03, -0.21], [0.00, -0.19, 0.03], [-0.46, -0.25, -1.78], [1.00, -0.76, -0.25], [-0.63, -0.54, 0.20], [-0.18, 1.75, -0.60], [-1.23, -1.00, 0.17], [0.90, -1.00, -0.82], [0.75, 0.46, 0.06], [2.51, -0.21, -0.39], [-0.04, -0.56, -0.75], [0.01, -0.05, 2.08]],
  "nbo_charge": [-0.66, -0.87, -0.08, 0.28, -0.58, -0.68, 0.26, 0.27, 0.26, 0.25, 0.19, 0.23, 0.20, 0.26, 0.24, 0.45, 0.44, 0.53],
  "de_lowest_kj_mol": 244.6,
  "lumo_ev": -4.2,
  "charge": 1
}

***

What is the formula in the second record? C23H51N6S2Si2SnTe

***

Among the records above, which one has the highest charge? C5H14N2